# 1
The following is a quantum chemistry calculation of 8 unconnected molecules or ions with the total composition C58H126N6O8 in a non-equilibrium geometry, from OMol25.

As for the SMILES: CC1(C)CCCC(C)(C)N1O.CC1(C)CCCC(C)(C)N1O.CC1(C)CCCC(C)(C)N1O.CC1(C)CCCC(C)(C)N1O.CC1(C)CCCC(C)(C)N1O.CC1(C)CCCC(C)(C)N1O.CCO.CCO. For the HOMO energy, the calculation gives -7.99 eV. The calculation puts the frontier orbital gap at 8.3164 eV. The value obtained for the LUMO energy is 0.01216 Ha. As for the spin multiplicity: 1.

Each line ends with the Mulliken charge.
Atoms and positions in Å:
C (-22.40122, -7.94791, 10.42456)  0.073
C (-22.69953, -7.71532, 8.93425)  1.886
C (-23.28485, -6.31524, 8.69012)  -2.089
C (-22.20529, -5.22514, 8.74009)  0.555
C (-21.12036, -5.56742, 7.72384)  -0.667
C (-20.52390, -6.97138, 7.80617)  2.204
N (-21.58339, -7.95942, 8.04183)  0.460
O (-21.10594, -9.27232, 8.03684)  -0.489
C (-19.84160, -7.26247, 6.46393)  -1.946
C (-19.48597, -6.96608, 8.96618)  -0.618
C (-23.87286, -8.65902, 8.57271)  -2.189
H (-23.30571, -8.00083, 11.03066)  -0.335
H (-21.80906, -7.14403, 10.87530)  -1.096
H (-21.78924, -8.84302, 10.55614)  0.663
H (-23.78518, -6.26175, 7.71750)  0.597
H (-24.08523, -6.09053, 9.40046)  0.160
H (-21.80094, -5.25855, 9.75401)  -0.536
H (-22.62635, -4.25043, 8.49663)  0.724
H (-20.39290, -4.75722, 7.82312)  -0.646
H (-21.54742, -5.38920, 6.72970)  0.631
H (-19.67582, -8.34337, 6.41088)  0.501
H (-20.53992, -7.05969, 5.65150)  0.519
H (-18.85156, -6.83422, 6.32801)  0.214
H (-18.98811, -7.93884, 8.97503)  0.687
H (-18.81766, -6.10814, 8.98873)  -0.551
H (-20.00044, -6.95411, 9.92872)  -0.288
H (-23.99362, -8.64338, 7.48580)  0.560
H (-24.81403, -8.28313, 8.97499)  0.325
H (-23.71860, -9.68337, 8.91296)  0.355
H (-21.45974, -9.68129, 7.23793)  0.358
C (-14.24773, -0.54192, 6.29345)  -1.830
C (-15.04505, -1.28318, 7.39961)  1.603
C (-16.14477, -0.26233, 7.77735)  -1.613
C (-17.26439, -0.86788, 8.62449)  -0.099
C (-17.78414, -2.09042, 7.86979)  -0.962
C (-16.70765, -3.15596, 7.59517)  1.744
N (-15.58351, -2.53925, 6.87426)  0.119
O (-14.60058, -3.53021, 6.66310)  -0.522
C (-16.32060, -3.84943, 8.93475)  -0.655
C (-17.34210, -4.21836, 6.70655)  -1.603
C (-14.08400, -1.50795, 8.55160)  -1.169
H (-14.80384, -0.22407, 5.41225)  0.385
H (-13.42366, -1.15895, 5.91925)  0.478
H (-13.81863, 0.33375, 6.78240)  0.385
H (-15.62590, 0.50075, 8.36007)  0.500
H (-16.56019, 0.18470, 6.87414)  0.374
H (-18.02134, -0.07900, 8.67484)  0.560
H (-16.92296, -1.01024, 9.65245)  -0.335
H (-18.18021, -1.69255, 6.92900)  0.574
H (-18.65103, -2.53934, 8.35981)  -0.221
H (-16.27193, -3.16299, 9.77888)  -0.244
H (-16.98531, -4.66901, 9.20816)  -0.226
H (-15.33904, -4.30227, 8.77311)  0.511
H (-18.25928, -4.59586, 7.15333)  -0.016
H (-17.58421, -3.73848, 5.75554)  0.502
H (-16.65206, -5.04832, 6.55471)  0.485
H (-14.50890, -2.12777, 9.33975)  -0.013
H (-13.79740, -0.57880, 9.04598)  0.417
H (-13.23252, -2.08190, 8.18428)  0.361
H (-14.07766, -3.22365, 5.91384)  0.418
C (-20.86358, -2.28444, 15.63901)  -2.195
C (-22.01422, -1.59617, 16.40838)  1.943
C (-21.43601, -0.27379, 16.93909)  -1.265
C (-22.45276, 0.66386, 17.51630)  -0.687
C (-23.57459, 0.89640, 16.48402)  -1.475
C (-24.13356, -0.40974, 15.88740)  1.755
N (-23.08462, -1.31653, 15.44459)  0.251
O (-23.59900, -2.51114, 14.88439)  0.322
C (-25.05348, -1.05920, 16.96354)  -1.601
C (-24.96410, -0.03756, 14.65178)  -2.002
C (-22.39143, -2.54139, 17.53169)  -1.752
H (-21.23948, -3.25910, 15.31464)  0.149
H (-19.98853, -2.43420, 16.26964)  0.565
H (-20.55592, -1.77493, 14.72292)  0.413
H (-20.62046, -0.45977, 17.63814)  0.387
H (-21.02952, 0.21772, 16.04807)  0.393
H (-21.97252, 1.61104, 17.77636)  0.449
H (-22.98404, 0.37455, 18.42824)  0.320
H (-23.15824, 1.46893, 15.64099)  0.416
H (-24.39751, 1.55447, 16.76528)  0.381
H (-26.07555, -0.67460, 16.87582)  0.509
H (-25.16814, -2.13521, 16.83546)  0.145
H (-24.76218, -0.82775, 17.98644)  0.318
H (-25.49463, -0.92389, 14.30630)  0.331
H (-25.66411, 0.78420, 14.81441)  0.492
H (-24.30312, 0.35896, 13.87503)  0.370
H (-21.50468, -3.12989, 17.79890)  0.510
H (-23.04435, -3.34800, 17.18619)  0.271
H (-22.74531, -2.16471, 18.49055)  0.310
H (-23.34094, -2.35046, 13.96897)  0.014
C (-12.77867, -7.69502, 12.72520)  -1.949
C (-13.96955, -8.25612, 13.53733)  1.651
C (-14.53057, -7.10393, 14.37398)  0.206
C (-15.90113, -7.33742, 14.89343)  -1.460
C (-16.79496, -7.67860, 13.69852)  -0.628
C (-16.35567, -8.88351, 12.86246)  2.334
N (-14.95681, -8.71344, 12.54586)  0.249
O (-14.49569, -9.80015, 11.77619)  -0.501
C (-16.73534, -10.18136, 13.60844)  -1.881
C (-17.21716, -8.86322, 11.59022)  -2.116
C (-13.47831, -9.41673, 14.42076)  -1.767
H (-13.02735, -6.89813, 12.01475)  0.383
H (-12.43892, -8.40937, 11.96209)  0.466
H (-11.88409, -7.45433, 13.29799)  0.383
H (-13.80146, -7.02800, 15.19321)  0.871
H (-14.41152, -6.14437, 13.86671)  -1.301
H (-16.28986, -6.41545, 15.33424)  0.479
H (-15.96083, -8.12149, 15.65212)  0.396
H (-16.68189, -6.78021, 13.06971)  -0.006
H (-17.88074, -7.70806, 13.80109)  0.334
H (-16.36082, -10.25793, 14.62833)  0.299
H (-17.81840, -10.27942, 13.54034)  0.375
H (-16.30954, -11.02027, 13.05192)  0.491
H (-18.20376, -8.41142, 11.72091)  0.212
H (-16.74208, -8.37541, 10.73566)  0.434
H (-17.45756, -9.85042, 11.18183)  0.502
H (-12.62649, -9.09996, 15.02236)  0.463
H (-13.30311, -10.35816, 13.90985)  0.318
H (-14.31166, -9.60066, 15.10680)  0.350
H (-13.99734, -9.40177, 11.05548)  0.360
C (-15.91464, -3.25988, 12.89712)  -2.155
C (-14.90890, -2.20523, 13.40999)  1.525
C (-15.83446, -1.18548, 14.06757)  -1.032
C (-15.10391, -0.32001, 15.08264)  -1.081
C (-14.12422, -0.99563, 16.03466)  -1.115
C (-13.17368, -2.00449, 15.29587)  1.427
N (-13.94518, -2.80222, 14.35417)  0.689
O (-13.11240, -3.73087, 13.70356)  -0.486
C (-12.01468, -1.19704, 14.68204)  -1.720
C (-12.68876, -2.93913, 16.43646)  -2.006
C (-14.22610, -1.64015, 12.16396)  -1.517
H (-16.44356, -3.72087, 13.73464)  0.698
H (-15.48041, -4.01687, 12.23638)  0.588
H (-16.68507, -2.78123, 12.28970)  0.059
H (-16.32800, -0.54622, 13.33664)  0.370
H (-16.63736, -1.66296, 14.63764)  0.394
H (-15.83331, 0.23821, 15.68238)  0.445
H (-14.58344, 0.51084, 14.58643)  0.369
H (-14.70249, -1.57223, 16.75995)  0.407
H (-13.51711, -0.24228, 16.53097)  0.403
H (-11.50369, -1.84910, 13.97050)  0.295
H (-12.39755, -0.29721, 14.20301)  0.350
H (-11.25425, -0.89008, 15.40176)  0.458
H (-12.33567, -2.29781, 17.24037)  0.472
H (-13.47023, -3.61743, 16.77786)  0.373
H (-11.91729, -3.59004, 16.01673)  0.390
H (-13.63381, -0.74311, 12.35878)  0.294
H (-14.98889, -1.31477, 11.45261)  0.121
H (-13.60255, -2.40736, 11.70806)  0.576
H (-13.37920, -4.59001, 14.04903)  0.434
C (-26.17909, -9.12918, 14.78415)  -1.979
C (-25.21904, -8.86295, 13.61659)  1.509
C (-25.50922, -7.46230, 13.09670)  -0.858
C (-24.86368, -6.34367, 13.93068)  -0.247
C (-23.37221, -6.63083, 13.99763)  0.787
C (-23.02631, -7.97927, 14.65118)  1.908
N (-23.81428, -9.03247, 13.98290)  1.256
O (-23.48906, -10.36233, 14.32855)  -0.560
C (-21.54532, -8.27663, 14.36333)  -2.279
C (-23.28755, -7.92016, 16.14437)  -2.021
C (-25.60464, -9.84662, 12.49102)  -1.971
H (-25.95765, -10.12699, 15.18000)  0.442
H (-27.22548, -9.17829, 14.48534)  0.415
H (-25.99664, -8.42488, 15.59319)  0.276
H (-25.15140, -7.34158, 12.06638)  -0.236
H (-26.57158, -7.22050, 13.01211)  0.658
H (-25.34021, -6.22706, 14.90218)  0.448
H (-24.98980, -5.45077, 13.31606)  0.046
H (-22.88161, -5.86289, 14.60716)  0.226
H (-22.94578, -6.52101, 12.99820)  -1.448
H (-20.82769, -7.79401, 15.03150)  0.347
H (-21.37323, -9.32093, 14.65385)  0.756
H (-21.21620, -8.20884, 13.32738)  0.037
H (-24.25259, -7.46048, 16.34663)  0.290
H (-23.29437, -8.91026, 16.60549)  0.378
H (-22.47520, -7.37950, 16.63561)  0.446
H (-25.69180, -10.84822, 12.91908)  0.485
H (-24.96536, -9.78214, 11.61210)  0.171
H (-26.63600, -9.63733, 12.19408)  0.438
H (-23.16584, -10.68930, 13.48090)  0.322
C (-24.13143, -3.44398, 11.50521)  -0.762
C (-23.12999, -2.37039, 11.01366)  -0.397
O (-22.15601, -2.12548, 12.04088)  -0.287
H (-23.57156, -4.27834, 11.93567)  -0.362
H (-24.55720, -3.88611, 10.60046)  0.612
H (-24.88544, -3.07148, 12.19168)  0.568
H (-23.75474, -1.48068, 10.89084)  0.529
H (-22.75583, -2.59949, 10.01848)  0.056
H (-22.28396, -1.21292, 12.32084)  0.174
C (-19.78253, -5.40172, 12.58315)  0.918
C (-19.24280, -4.15544, 11.91834)  0.071
O (-20.07951, -3.71963, 10.86317)  -0.138
H (-19.09343, -5.60437, 13.41089)  0.325
H (-19.81313, -6.29602, 11.96288)  -0.799
H (-20.77408, -5.22368, 13.00386)  -0.284
H (-18.22992, -4.31875, 11.54645)  -0.275
H (-19.07054, -3.39799, 12.69182)  0.172
H (-20.83357, -3.22099, 11.20210)  -0.104

Atoms 1-3, force components in eV/Å:
C 0.685 0.488 0.276
C -1.346 -0.498 0.660
C 0.444 0.900 -0.350


# 2
The following is a quantum chemistry calculation of a molecular structure, C40H41Cl3IN6O4SSeTc, from OMol25.

For the HOMO energy (spin up / spin down), the calculation gives -10.89 / -10.88 eV. As for the charge: +1. The calculation puts the frontier orbital gap (spin up / spin down) at 8.2996 / 5.7407 eV. The value obtained for the LUMO energy (spin up / spin down) is -0.09502 / -0.18904 Ha. As for the spin multiplicity: 4.

Each line ends with the Mulliken spin population.
Atoms and positions in Å:
Tc (-0.15614, 0.03820, 0.20437)  2.077
O (-0.08364, -0.46834, 2.21801)  0.008
S (1.04953, -0.35341, 3.25661)  0.027
C (0.17358, -0.10416, 4.77324)  0.005
C (-0.93407, -0.88399, 5.08188)  0.002
C (-1.58300, -0.65980, 6.28167)  0.001
C (-1.11896, 0.32118, 7.15439)  0.000
C (-0.01415, 1.09182, 6.82930)  -0.001
C (0.64001, 0.88618, 5.62150)  0.000
C (1.62823, -2.02434, 3.45119)  0.003
C (0.94252, -3.07489, 2.86281)  -0.004
C (1.45577, -4.35680, 3.00416)  -0.002
C (2.62542, -4.56567, 3.72150)  0.000
C (3.30064, -3.49670, 4.29822)  0.001
C (2.80843, -2.20957, 4.15781)  -0.001
H (-1.27924, -1.64502, 4.39397)  0.001
H (-2.44912, -1.25247, 6.54246)  0.000
H (-1.62765, 0.48451, 8.09487)  0.000
H (0.33515, 1.85928, 7.50607)  0.000
H (1.49305, 1.49167, 5.34375)  -0.001
H (0.05168, -2.89567, 2.27661)  0.003
H (0.94086, -5.18840, 2.54296)  0.000
H (3.02200, -5.56700, 3.82055)  0.000
H (4.21799, -3.66085, 4.84652)  0.000
H (3.33676, -1.36635, 4.58699)  0.000
C (7.08991, 2.24867, -3.35093)  0.000
C (7.23356, 1.76285, -1.90396)  0.000
C (7.92281, 0.38704, -1.90138)  0.000
C (8.16096, 2.72570, -1.14737)  0.000
C (5.83497, 1.70102, -1.19583)  -0.004
O (5.97669, 1.29074, 0.15410)  0.000
C (5.08357, 3.05597, -1.30465)  0.012
C (4.17369, 3.42530, -0.12373)  -0.096
C (4.91321, 3.82970, 1.13081)  -0.014
C (5.77314, 4.92443, 1.12411)  -0.001
C (6.45625, 5.31631, 2.26680)  0.000
C (6.27555, 4.60394, 3.43967)  0.000
Cl (7.12266, 5.07768, 4.87760)  0.000
C (5.42374, 3.51176, 3.47576)  0.007
C (4.75104, 3.13483, 2.32459)  -0.008
C (4.99095, 0.58227, -1.84579)  -0.002
N (3.89132, 0.09151, -1.02628)  0.003
C (2.64378, 0.53225, -1.00027)  0.014
N (1.94337, -0.19698, -0.13867)  -0.043
C (2.85323, -1.09814, 0.33732)  0.008
N (4.04555, -0.94119, -0.17123)  -0.001
H (8.06397, 2.21774, -3.84097)  0.000
H (6.72592, 3.27511, -3.40798)  0.000
H (6.41779, 1.61315, -3.93035)  0.000
H (8.99659, 0.51731, -2.03790)  0.000
H (7.57976, -0.25083, -2.71683)  0.000
H (7.76444, -0.13600, -0.95755)  0.000
H (9.08998, 2.83079, -1.70844)  0.000
H (8.43797, 2.34160, -0.16203)  0.000
H (7.74624, 3.72540, -1.02125)  0.000
H (6.62618, 1.85445, 0.58859)  0.000
H (4.49386, 3.04112, -2.22470)  0.000
H (5.79214, 3.87391, -1.42916)  -0.001
H (3.48117, 2.61654, 0.11351)  0.086
H (3.55702, 4.27395, -0.43655)  0.005
H (5.90952, 5.49856, 0.21453)  0.000
H (7.12040, 6.16931, 2.25028)  0.000
H (5.30406, 2.95972, 4.39748)  0.000
H (4.11362, 2.25844, 2.34673)  0.013
H (5.60533, -0.28506, -2.05688)  0.000
H (4.54409, 0.93677, -2.77274)  0.000
H (2.24805, 1.30170, -1.64327)  -0.006
H (2.61041, -1.88836, 1.02792)  0.003
Cl (-2.64670, -0.50454, -2.89771)  0.000
C (-0.97791, -0.77456, -3.44450)  0.009
Cl (-0.90223, -0.85041, -5.19769)  0.002
C (-0.01522, 0.28859, -2.88793)  -0.009
O (0.89842, 0.71873, -3.54117)  0.015
O (-0.23591, 0.64586, -1.64381)  0.103
H (-0.67159, -1.74389, -3.05402)  0.000
Se (0.24432, 2.37818, 1.29426)  0.665
C (0.45086, 3.89016, 0.21176)  0.008
C (0.75850, 5.10509, 0.83386)  0.068
C (0.92593, 6.23913, 0.06012)  -0.040
C (0.78770, 6.16577, -1.32206)  0.097
C (0.48876, 4.95591, -1.93986)  -0.041
C (0.32202, 3.81199, -1.17952)  0.012
H (0.87112, 5.14632, 1.90940)  -0.002
H (1.16375, 7.18200, 0.53368)  -0.001
H (0.91378, 7.05732, -1.92189)  0.004
H (0.38829, 4.90562, -3.01573)  0.000
H (0.10379, 2.86178, -1.64929)  0.027
N (-0.70582, -3.04158, -0.39844)  0.089
C (-0.42264, -1.93454, -0.21423)  -0.111
I (-6.06402, 2.00784, 0.13459)  0.000
C (-4.39516, 0.81416, 0.27467)  -0.001
C (-4.34928, -0.56603, 0.28666)  0.017
N (-3.06276, -0.91528, 0.38161)  0.009
N (-2.26150, 0.16168, 0.42072)  -0.032
C (-3.06407, 1.22192, 0.35798)  0.016
H (-5.13552, -1.29984, 0.23792)  0.001
H (-2.64695, -1.83532, 0.29250)  0.000
H (-2.66313, 2.22142, 0.37790)  0.003

Atoms 1-3, force components in eV/Å:
Tc 0.364 0.750 0.345
O -0.059 -0.099 -0.179
S 0.030 0.016 0.079


# 3
The following is a quantum chemistry calculation of 2 unconnected molecules or ions with the total composition C4H12N2O2, from OMol25.

As for the SMILES: CC(C)=NO.CON. For the HOMO energy, the calculation gives -9.30 eV. The calculation puts the frontier orbital gap at 10.1276 eV. The value obtained for the LUMO energy is 0.03057 Ha. As for the spin multiplicity: 1.

Each line ends with the natural charge from an NBO analysis.
Atoms and positions in Å:
C (1.44829, 1.47098, 0.83900)  -0.263
N (2.31861, 0.05837, -0.85408)  -0.528
O (1.66495, 1.26972, -0.54066)  -0.419
H (1.65176, -0.70127, -0.67907)  0.355
H (3.12893, -0.04432, -0.24037)  0.320
H (0.92816, 2.41826, 0.91953)  0.191
H (0.82846, 0.67537, 1.28628)  0.170
H (2.39698, 1.53366, 1.37944)  0.164
C (-1.14298, -0.00946, -1.65216)  -0.657
C (-2.06270, -0.13851, 0.73055)  -0.691
C (-1.08551, -0.62517, -0.29404)  0.256
O (-0.08850, -2.06571, 1.17465)  -0.586
N (-0.18830, -1.50517, -0.11250)  -0.191
H (0.56043, -2.77191, 1.06772)  0.479
H (-0.62494, -0.63625, -2.37180)  0.238
H (-0.63942, 0.96235, -1.63130)  0.246
H (-2.18167, 0.13742, -1.95679)  0.214
H (-3.07013, -0.30278, 0.37086)  0.230
H (-1.91135, 0.94370, 0.89135)  0.230
H (-1.93106, -0.66930, 1.67339)  0.242

Atoms 1-3, force components in eV/Å:
C -0.100 -0.456 0.104
N 0.042 -0.209 -0.069
O 0.001 0.129 -0.166


Calculated ΔE to the lowest compared entry with this formula, charge and spin, 145.4 43.4 470.1 kJ/mol (same order as the records).
Calculated DFT total energy, -87502.565 -183319.657 -11414.344 eV (same order as the records).